Entry 1:
{
  "formula": "C9H81O31PS",
  "method": "ωB97M-V/def2-TZVPD",
  "homo_lumo_gap_ev": 8.07,
  "fmax_ev_per_a": 2.0,
  "homo_ha": -0.3119,
  "e_tot_ha": -3463.3927,
  "symbols": ["C", "C", "C", "C", "C", "C", "O", "P", "C", "C", "C", "S", "H", "H", "H", "H", "H", "H", "H", "H", "H", "H", "H", "H", "H", "H", "H", "H", "H", "H", "H", "H", "H", "O", "H", "H", "O", "H", "H", "O", "H", "H", "O", "H", "H", "O", "H", "H", "O", "H", "H", "O", "H", "H", "O", "H", "H", "O", "H", "H", "O", "H", "H", "O", "H", "H", "O", "H", "H", "O", "H", "H", "O", "H", "H", "O", "H", "H", "O", "H", "H", "O", "H", "H", "O", "H", "H", "O", "H", "H", "O", "H", "H", "O", "H", "H", "O", "H", "H", "O", "H", "H", "O", "H", "H", "O", "H", "H", "O", "H", "H", "O", "H", "H", "O", "H", "H", "O", "H", "H", "O", "H", "H"],
  "positions_angstrom": [[0.1773, -1.2571, 2.9830], [0.5861, -0.6546, 1.6543], [0.1206, -1.5912, 0.5640], [0.2340, 0.8232, 1.4499], [-0.0706, 1.1708, 0.0016], [-0.8822, 1.4241, 2.2978], [-2.1848, 1.4492, 1.7045], [-2.9778, 0.0107, 1.6272], [-4.7636, 0.4805, 1.7889], [-5.6026, -0.5454, 1.0235], [-5.4166, -0.4806, -0.4842], [-4.5669, -1.9561, -1.1999], [-0.8071, -1.0267, 3.2867], [0.8317, -0.8821, 3.7318], [0.2870, -2.3072, 2.9164], [1.6415, -0.7183, 1.6165], [0.4612, -1.3070, -0.3792], [0.6095, -2.5072, 0.7661], [-0.9220, -1.8025, 0.5986], [1.1031, 1.3788, 1.6830], [-0.9345, 0.6584, -0.3181], [-0.1542, 2.2127, -0.1282], [0.7104, 0.7769, -0.5712], [-0.9491, 1.0495, 3.2869], [-0.6550, 2.4518, 2.3935], [-2.9047, -0.3363, 0.2529], [-4.9660, 1.4842, 1.5021], [-5.0292, 0.3653, 2.8029], [-6.6514, -0.4268, 1.2415], [-5.3089, -1.5114, 1.3459], [-4.7874, 0.3429, -0.6859], [-6.3226, -0.4219, -1.0094], [-3.2734, -1.6154, -1.3276], [-3.2622, -5.5773, -1.6551], [-3.8813, -5.9051, -2.3331], [-3.5913, -4.7056, -1.4597], [1.5536, 1.8639, 4.3551], [0.9814, 2.2384, 5.0255], [2.1953, 2.5589, 4.1856], [4.0306, 3.7718, 4.2862], [4.7841, 3.2179, 4.0796], [4.3625, 4.6639, 4.1669], [2.3328, -2.5832, -1.2731], [1.8380, -2.7070, -2.0965], [2.4410, -3.4823, -0.9157], [-4.3758, -4.2781, 1.6904], [-4.8016, -3.7152, 1.0426], [-3.4542, -4.2851, 1.4246], [5.6267, 3.0653, 1.9292], [6.3199, 3.4198, 1.3699], [4.8197, 3.4146, 1.5491], [4.5865, 0.2663, 2.3545], [4.0088, 0.6436, 3.0217], [5.2219, 0.9636, 2.1648], [1.4187, -6.5965, -2.0986], [0.5037, -6.3591, -2.2735], [1.3572, -7.2284, -1.3798], [5.0620, -3.0617, -2.0575], [4.2314, -2.9841, -1.5461], [5.5234, -2.2457, -1.8758], [6.4474, 1.8368, -0.3192], [6.2357, 1.2821, -1.0763], [6.3086, 1.2644, 0.4330], [0.5948, -1.4431, -3.0616], [0.8153, -0.5092, -3.0476], [0.1606, -1.5676, -3.9107], [-8.5476, 0.7015, 0.8140], [-8.8007, 1.4827, 1.3156], [-9.2740, 0.0913, 0.9460], [9.2245, 0.6937, -0.6603], [9.1483, 0.3843, 0.2402], [8.3876, 1.1471, -0.8305], [-4.9237, -4.9002, -3.8518], [-5.1017, -4.2103, -3.2140], [-5.7651, -5.0249, -4.2847], [-1.7616, -0.5588, -4.7708], [-2.1482, 0.0968, -4.1907], [-2.5103, -0.9403, -5.2294], [-7.0660, 3.0437, 2.4126], [-6.3341, 3.1663, 3.0164], [-6.6504, 2.9336, 1.5581], [1.7438, 2.1560, -2.0794], [2.0592, 2.6064, -2.8765], [2.2208, 2.5812, -1.3684], [5.9466, 5.7385, 5.2445], [5.6305, 6.6270, 5.4037], [6.0124, 5.3544, 6.1248], [7.0300, 5.9178, 8.3288], [7.7847, 5.3622, 8.1289], [7.3593, 6.8088, 8.2094], [1.4418, 2.3249, 7.3983], [1.6057, 2.6646, 8.2770], [1.1194, 1.4352, 7.5459], [2.3664, -5.0640, 0.1700], [2.1856, -5.6310, -0.6028], [2.2261, -5.6317, 0.9242], [-8.2892, 0.3535, -3.3985], [-8.0496, 0.5888, -2.4984], [-8.8147, -0.4423, -3.3005], [1.5979, 4.4601, -3.6242], [0.7991, 4.5480, -3.1019], [2.0776, 5.2816, -3.4672], [-11.0545, 1.2165, -4.1465], [-10.3066, 1.3369, -3.5553], [-10.6517, 1.1227, -5.0077], [1.7862, 3.1755, -6.3652], [1.9191, 3.5478, -5.4859], [1.4739, 2.2870, -6.2027], [-7.5151, -3.8310, -3.7270], [-7.6837, -3.1436, -3.0839], [-8.3578, -3.9585, -4.1649], [10.6939, 2.2508, -2.5904], [10.4984, 1.7019, -3.3466], [10.5635, 1.6627, -1.8329], [7.6793, -4.6559, -2.1432], [7.5321, -4.9441, -1.2459], [6.8540, -4.2192, -2.3806], [-5.5726, -7.1898, -0.6438], [-6.0178, -6.7385, 0.0716], [-4.7842, -6.6554, -0.8025], [3.8723, 6.7848, -4.0676], [3.3412, 7.1581, -4.7725], [4.7719, 6.9765, -4.3292]],
  "atomic_forces_ev_per_a": [[0.797, 0.833, -0.254], [-1.240, -0.241, -0.147], [0.100, 0.079, 1.029], [-1.324, -0.184, -0.238], [0.403, -0.905, 1.282], [0.278, 0.166, -0.462], [-0.773, -0.456, -0.477], [0.197, -0.467, 0.992], [0.643, -0.960, -1.175], [-0.078, 0.569, -0.387], [1.454, -1.074, 0.780], [-0.432, -0.479, -0.330], [-1.226, 0.095, 0.130], [0.577, 0.251, 0.979], [0.110, -1.186, 0.132], [1.318, 0.067, -0.065], [0.150, 0.428, -1.604], [0.463, -1.200, 0.060], [-1.115, 0.072, -0.134], [0.951, 0.654, 0.668], [-1.258, -0.321, -0.506], [-0.218, 1.262, -0.316], [1.196, -0.213, -1.080], [-0.014, -0.643, 0.939], [0.271, 1.264, 0.168], [-0.156, 0.583, -0.075], [-0.124, 0.920, -0.471], [-0.117, 0.088, 1.385], [-0.259, 0.129, 0.259], [0.191, -1.072, 0.548], [0.463, 1.063, -0.707], [-1.197, 0.195, -0.735], [-0.188, 0.359, 0.185], [-0.143, -0.847, -0.070], [0.362, 0.318, -0.176], [-0.104, 0.582, 0.158], [-0.089, -0.249, -0.406], [-0.017, 0.078, 0.345], [0.331, 0.272, 0.107], [-0.666, -0.297, -0.046], [0.271, -0.071, -0.136], [0.244, 0.200, 0.196], [0.549, -0.788, -0.084], [-0.006, 0.422, 0.063], [-0.334, 0.376, 0.301], [-0.158, -0.192, 0.177], [-0.041, 0.201, -0.233], [0.209, -0.012, -0.005], [0.128, -0.044, 0.456], [0.228, 0.008, -0.175], [-0.301, 0.014, -0.029], [0.164, -0.215, -0.195], [-0.191, 0.017, 0.130], [-0.132, 0.289, 0.208], [0.148, 0.084, 0.119], [-0.158, 0.139, -0.090], [-0.084, -0.426, -0.019], [-0.119, -0.313, 0.211], [0.131, 0.152, -0.475], [0.153, 0.302, 0.048], [0.347, -0.030, -0.627], [-0.184, 0.032, -0.156], [-0.212, -0.180, 0.331], [-0.043, -0.187, -0.184], [0.164, 0.203, 0.175], [-0.252, 0.044, -0.056], [-0.046, 0.110, -0.224], [0.145, 0.137, 0.153], [-0.186, -0.176, 0.022], [-0.045, 0.027, -0.325], [0.073, -0.151, 0.309], [0.117, 0.158, 0.141], [0.699, -0.340, -0.022], [-0.166, 0.357, 0.074], [-0.412, -0.007, -0.071], [0.234, -0.054, -0.092], [-0.031, 0.187, 0.231], [-0.166, -0.178, -0.172], [-0.391, 0.008, -0.015], [0.172, 0.028, 0.256], [0.120, -0.022, -0.282], [0.056, -0.205, -0.652], [-0.070, 0.083, 0.226], [0.144, 0.055, 0.283], [0.062, -0.096, -0.205], [-0.046, 0.307, 0.054], [-0.006, -0.028, 0.162], [-0.253, -0.132, -0.093], [0.190, -0.195, 0.012], [0.050, 0.283, 0.004], [-0.082, 0.083, -0.207], [0.065, 0.198, 0.245], [-0.032, -0.282, -0.043], [0.048, -0.236, -0.539], [0.012, 0.327, 0.058], [0.002, -0.038, 0.420], [0.060, 0.109, 0.046], [0.100, 0.111, 0.168], [-0.174, -0.179, -0.073], [0.202, 0.314, -0.143], [-0.264, -0.171, 0.083], [0.314, 0.009, -0.125], [-0.338, -0.024, 0.270], [0.187, 0.021, -0.029], [0.138, 0.003, -0.314], [0.155, 0.201, -0.052], [-0.127, 0.146, 0.075], [-0.106, -0.310, -0.024], [-0.072, -0.048, -0.122], [0.074, 0.205, 0.238], [-0.188, -0.111, -0.145], [0.123, 0.158, 0.275], [-0.032, -0.190, -0.306], [-0.135, 0.066, -0.003], [0.202, 0.090, -0.356], [-0.062, -0.124, 0.363], [-0.255, 0.038, 0.030], [0.003, -0.082, -0.253], [-0.126, 0.095, 0.292], [0.178, -0.041, 0.160], [-0.345, -0.106, 0.185], [-0.146, 0.094, -0.192], [0.344, -0.041, 0.010]]
}

***

Entry 2:
{
  "formula": "C2H9N3O",
  "method": "ωB97M-V/def2-TZVPD",
  "smiles": "C/C=N/N.NO",
  "homo_lumo_gap_ev": 8.41,
  "fmax_ev_per_a": 4.7,
  "homo_ha": -0.2675,
  "e_above_lowest_kj_mol": 574.9,
  "e_tot_ha": -320.9128,
  "symbols": ["C", "N", "C", "N", "H", "H", "H", "H", "H", "H", "N", "O", "H", "H", "H"],
  "positions_angstrom": [[0.2825, -1.7482, 0.7377], [1.1164, 1.7349, -0.1215], [0.3771, -0.4197, 0.0327], [0.8164, 0.6479, 0.7649], [1.9970, 1.5482, -0.6034], [1.3416, 2.5235, 0.4840], [0.7593, -0.5300, -0.9936], [-0.1393, -1.6201, 1.7369], [1.2728, -2.2036, 0.7732], [-0.3454, -2.4199, 0.1464], [-1.5484, 0.2338, -0.1702], [-1.5082, 0.4406, -1.5819], [-1.2520, 1.3901, -1.7047], [-2.1719, -0.5520, 0.0302], [-0.9980, 0.9746, 0.4694]],
  "atomic_forces_ev_per_a": [[-0.656, 0.358, -0.266], [0.303, 0.691, 0.035], [3.522, 1.485, 2.755], [-0.670, -2.715, -1.521], [-0.126, -0.083, -0.079], [-0.147, -0.166, -0.131], [-1.000, 0.483, -0.161], [0.207, -0.147, -0.025], [0.009, 0.105, 0.198], [-0.067, -0.035, 0.149], [1.474, 0.692, 0.016], [-0.301, 1.410, 0.030], [-0.273, -1.100, 0.282], [0.015, 1.185, 0.267], [-2.288, -2.162, -1.549]]
}

***

Entry 3:
{
  "formula": "ClNO2S",
  "method": "ωB97M-V/def2-TZVPD",
  "smiles": "O=S(=O)=NCl",
  "homo_lumo_gap_ev": 9.69,
  "fmax_ev_per_a": 3.3,
  "homo_ha": -0.4219,
  "e_above_lowest_kj_mol": 51.9,
  "e_tot_ha": -1063.4849,
  "symbols": ["N", "O", "O", "S", "Cl"],
  "positions_angstrom": [[-0.1002, -0.3138, -0.9407], [-0.6430, -1.3220, 1.2109], [0.2530, 0.9458, 1.4388], [-0.0747, -0.1590, 0.5812], [0.5649, 0.8490, -2.2902]],
  "atomic_forces_ev_per_a": [[0.922, 1.094, -1.685], [0.520, 0.592, -0.647], [0.275, -0.333, -1.288], [-0.796, 0.050, 0.783], [-0.921, -1.403, 2.838]]
}

***

Entry 4:
{
  "formula": "C5H8O",
  "method": "ωB97M-V/def2-TZVPD",
  "smiles": "O[C@@]12CC[C@@H]1C2",
  "homo_lumo_gap_ev": 9.34,
  "fmax_ev_per_a": 4.0,
  "homo_ha": -0.3071,
  "e_above_lowest_kj_mol": 414.6,
  "e_tot_ha": -270.4000,
  "symbols": ["O", "C", "C", "C", "C", "C", "H", "H", "H", "H", "H", "H", "H", "H"],
  "positions_angstrom": [[1.2328, 0.8412, 1.7100], [0.4318, 0.1413, 0.7995], [0.7622, 0.5413, -0.7276], [-0.5368, 0.8327, -0.0561], [-1.2919, -0.4810, -0.2673], [-0.0470, -1.3087, 0.1821], [1.4483, 1.6825, 1.2491], [1.6788, 1.0900, -0.6356], [0.7070, -0.0575, -1.6505], [-0.9325, 1.8350, 0.0261], [-2.1079, -0.6322, 0.4405], [-1.6365, -0.6157, -1.2977], [-0.1470, -2.0684, 0.9316], [0.4387, -1.8005, -0.7040]],
  "atomic_forces_ev_per_a": [[-0.019, -0.818, -0.256], [1.476, -1.064, -3.585], [0.398, 1.173, -0.070], [-0.590, 0.342, -0.323], [-0.304, -0.054, -0.103], [-0.291, -0.102, 1.536], [-0.067, -0.663, 0.454], [-0.075, 1.140, -0.381], [0.330, -0.055, 0.836], [-0.331, -0.094, 0.293], [-0.033, 0.216, -0.132], [0.032, -0.310, 0.115], [-0.862, -0.522, 0.373], [0.336, 0.810, 1.244]]
}